## i
This record from the OMol25 dataset describes the molecule C3H4N2O3. The level of theory is ωB97M-V/def2-TZVPD.

Structure (XYZ):
```
12
Properties=species:S:1:pos:R:3
C -2.444 -0.011 0.499
O -1.557 -0.429 -0.570
C -0.281 -0.401 -0.214
N 0.409 -1.445 -0.131
O 1.705 -1.130 0.168
N 1.813 0.219 0.222
C 0.680 0.768 -0.016
O 0.288 2.022 -0.089
H -3.388 -0.459 0.096
H -2.132 -0.502 1.484
H -2.326 1.118 0.357
H 1.070 2.587 -0.263
```

SMILES	COc1nonc1O

***

## ii
This record from the OMol25 dataset describes a 3-piece molecular cluster, C3H4N2O3 overall. The level of theory is ωB97M-V/def2-TZVPD.

Structure (XYZ):
```
12
C3H4N2O3 | the OMol25 dataset | ωB97M-V/def2-TZVPD
C -0.618 1.294 -0.003
C -0.334 -0.243 -0.158
C -0.404 -1.043 1.028
H 0.631 3.245 -0.597
H 1.363 2.071 -1.221
H -1.305 -0.828 1.788
H 0.942 -2.187 -0.610
N -0.184 2.012 -1.042
N 0.704 -0.301 -1.052
O -1.295 1.647 1.079
O 0.420 -2.017 1.356
O 1.232 -1.420 -1.172
```

***

The winner here is i, beating the second structure by 0.2134 hartree.